{
  "formula": "C7H13N2",
  "method": "ωB97M-V/def2-TZVPD",
  "relative_energy_ev": 3.938,
  "e_homo_ev": -13.84,
  "e_lumo_ev": -2.9,
  "total_charge": 1,
  "smiles": "C=C[C@@]1(C)NC1=[N+](C)C",
  "elements": ["C", "C", "C", "C", "C", "C", "C", "N", "N", "H", "H", "H", "H", "H", "H", "H", "H", "H", "H", "H", "H", "H"],
  "coordinates": [[0.095200, 0.008459, -0.377840], [-2.062999, 1.691019, 0.833071], [-2.336732, 0.455914, 0.460093], [-1.316510, -0.523286, -0.060017], [-1.736853, -1.985180, -0.048096], [2.044613, 0.384099, 1.112831], [2.281251, 0.573983, -1.396716], [-0.703012, -0.122927, -1.412659], [1.368976, 0.310665, -0.190851], [-2.875530, 2.339980, 1.181180], [-1.066945, 2.188626, 0.770998], [-3.382109, 0.206858, 0.314276], [-2.257844, -2.309659, 0.795646], [-0.789108, -2.538721, -0.085111], [-2.392162, -2.189211, -0.873947], [3.013393, -0.154396, 1.078810], [2.333529, 1.500855, 1.414338], [1.412244, 0.023486, 1.941357], [1.546974, 0.535184, -2.313266], [2.741711, 1.506699, -1.596861], [3.046279, -0.130208, -1.455758], [-0.886954, -0.216805, -2.433869]],
  "forces_ev_per_a": [[0.136, -0.696, -1.618], [0.333, 1.205, 0.248], [0.508, 0.111, -0.692], [-0.689, 1.132, -1.271], [2.525, 0.473, -0.268], [0.658, 2.053, 1.305], [-4.540, -0.292, -1.835], [0.031, 0.055, 1.038], [0.657, 0.633, -0.525], [0.367, -0.209, -0.303], [-0.669, -0.750, 0.354], [0.062, -0.552, 0.458], [-0.691, -0.075, 1.695], [-0.554, -0.443, -0.370], [-0.001, 0.010, -0.695], [-0.780, 0.063, -0.074], [-0.775, -2.210, -0.985], [0.222, -0.089, -0.597], [1.632, -0.500, 1.558], [0.100, 1.525, 1.241], [0.895, -1.636, 0.031], [0.571, 0.194, 1.304]],
  "nbo_charge": [0.544, -0.312, -0.260, 0.158, -0.634, -0.425, -0.404, -0.560, -0.354, 0.230, 0.198, 0.236, 0.248, 0.231, 0.244, 0.235, 0.233, 0.239, 0.213, 0.243, 0.227, 0.469]
}